1.
DFT (ωB97M-V with the def2-TZVPD basis set) results for C5H14N2S in the gas phase.

Properties
LUMO energy   1.0 eV
Max |F|   1.797 eV/A
SMILES   CCN[C@@H](CN)CS
Relative energy (zero: lowest compared OMol25 entry of this formula, charge and spin)   12.3 kcal per mole
Charge   0
HOMO   -8.73 eV

Geometry as XYZ:
```
22
Properties=species:S:1:pos:R:3:forces:R:3:nbo_charge:R:1
C 1.68505 -0.23088 -0.94425 0.3 -0.7 -0.4 -0.21
N 0.44187 0.45115 -0.63844 0.1 -0.3 0.8 -0.63
C -0.41439 -0.17290 0.40746 0.7 0.6 -1.2 -0.07
C -1.14989 -1.34985 -0.21660 -1.1 0.3 -0.3 -0.52
S -1.93490 -2.50872 0.95501 0.1 0.0 0.2 -0.07
C -1.26715 0.99330 0.95874 -0.3 -0.8 0.9 -0.23
N -1.48744 0.86685 2.40671 -0.1 -0.4 -0.3 -0.87
C 2.48980 0.55483 -1.99527 0.6 0.3 1.7 -0.62
H 2.24122 -0.35018 -0.01301 0.0 0.3 0.1 0.19
H 1.60244 -1.28534 -1.29145 -0.5 0.3 -0.1 0.15
H -0.13292 0.66238 -1.44420 0.2 -0.1 -0.3 0.35
H 0.22989 -0.57290 1.19033 0.1 0.3 0.1 0.20
H -1.96058 -0.95490 -0.84887 0.1 0.0 0.1 0.20
H -0.51954 -1.90777 -0.91045 0.2 -0.1 0.4 0.22
H -1.72517 -1.79690 2.07734 0.0 0.0 -0.2 0.14
H -0.72048 1.89124 0.67946 -0.1 0.2 0.1 0.20
H -2.26335 1.01481 0.50797 0.2 0.0 -0.3 0.19
H -2.45104 0.99481 2.67923 0.3 0.3 0.1 0.37
H -0.83511 1.37648 2.97921 -0.2 0.2 0.0 0.37
H 3.01788 -0.10670 -2.66910 -0.6 0.1 -0.8 0.21
H 3.32402 1.08992 -1.51576 -0.3 0.0 0.1 0.21
H 1.82978 1.34129 -2.35408 0.2 -0.2 -0.9 0.22
```
Forces are in eV/Å.



2.
DFT (ωB97M-V with the def2-TZVPD basis set) results for C5H10FNS in the gas phase.

Properties
LUMO energy   0.6 eV
Max |F|   2.791 eV/A
SMILES   N[C@]1(CS)C[C@H](F)C1
Relative energy (zero: lowest compared OMol25 entry of this formula, charge and spin)   22.6 kcal per mole
Charge   0
HOMO   -9.38 eV

Geometry as XYZ:
```
18
Properties=species:S:1:pos:R:3:forces:R:3:nbo_charge:R:1
C -0.00813 0.37886 0.17224 -0.4 -0.5 -1.9 0.10
C 1.12715 -0.47151 0.74901 0.4 -0.8 1.6 -0.55
C -0.82177 -0.52037 -0.83945 -1.6 1.4 1.0 -0.45
C -1.98254 -0.57753 0.23602 1.2 -0.3 -1.5 0.22
C -1.30336 0.52423 1.03109 0.3 1.3 -2.4 -0.45
H 1.12190 1.40277 -1.18141 -0.7 0.1 0.2 0.37
H 0.92549 2.22809 0.14976 -0.2 0.1 0.3 0.35
H 0.93996 -1.59244 0.79001 -0.4 1.5 0.0 0.23
H 1.32118 -0.16555 1.81084 0.2 -0.2 -0.9 0.23
H 3.48584 0.27267 0.65779 -0.9 -0.6 -0.9 0.14
H -1.30455 0.05182 -1.65105 0.6 0.1 0.3 0.24
H -0.39933 -1.38524 -1.28838 0.5 -0.9 0.1 0.21
H -2.12509 -1.50101 0.78451 -0.1 -0.2 0.0 0.16
H -1.22723 0.38142 2.04954 0.2 -0.3 2.3 0.21
H -1.68802 1.54137 0.79099 -0.1 -0.8 0.3 0.25
N 0.39162 1.64185 -0.48970 0.7 -0.6 0.2 -0.83
F -3.15238 -0.25030 -0.41620 -0.7 0.1 0.5 -0.36
S 2.65699 -0.40476 -0.23953 1.0 0.5 0.9 -0.06
```
Forces are in eV/Å.



3.
DFT (ωB97M-V with the def2-TZVPD basis set) results for C7H9N in the gas phase.

Properties
LUMO energy   -1.2 eV
Max |F|   2.652 eV/A
Relative energy (zero: lowest compared OMol25 entry of this formula, charge and spin)   248.1 kcal per mole
Charge   0
HOMO   -5.80 eV

Geometry as XYZ:
```
17
Properties=species:S:1:pos:R:3:forces:R:3:nbo_charge:R:1
C -2.85973 0.60611 -0.68071 -0.3 1.8 0.1 -0.66
C -1.43911 0.38601 -0.28535 -1.5 -2.2 0.0 0.03
C -0.85226 -0.99021 -0.42629 0.9 -1.1 1.5 0.00
N 0.40656 -0.93675 0.27060 -0.1 0.4 -1.0 -0.32
C 1.26530 0.05031 -0.28478 -0.3 -0.4 0.6 -0.12
C -0.90758 -0.09420 0.84808 0.6 2.5 -0.4 0.00
C 2.73258 -0.09032 0.05811 -0.9 0.5 -0.1 -0.43
C 1.90602 1.06804 0.57208 1.2 0.3 -0.2 -0.45
H -3.19348 1.56557 -0.28391 0.0 0.2 -0.2 0.24
H -3.57340 -0.09348 -0.24128 0.4 -0.5 0.0 0.23
H -3.02123 0.62422 -1.75529 0.2 0.0 0.0 0.24
H -1.38672 -1.93765 -0.33627 -0.2 0.1 -0.5 0.20
H 0.94706 0.39013 -1.25890 0.3 -0.1 -0.4 0.18
H -0.86948 0.21782 1.87912 -0.4 -1.0 0.3 0.27
H 3.38408 -0.11538 -0.81190 0.1 0.1 0.2 0.21
H 2.85639 -0.81500 0.84422 0.7 -0.5 -0.1 0.21
H 1.93676 1.07419 1.66038 -0.8 -0.2 0.0 0.17
```
Forces are in eV/Å.



4.
DFT (ωB97M-V with the def2-TZVPD basis set) results for 12 unconnected molecules or ions with the total composition C22H57BF4N3O8.

Properties
LUMO energy   2.5 eV
Max |F|   6.616 eV/A
Relative energy (zero: lowest compared OMol25 entry of this formula, charge and spin)   0.0 kcal per mole
Charge   -1
HOMO   -7.56 eV

Geometry as XYZ:
```
95
Properties=species:S:1:pos:R:3:forces:R:3:mulliken_charge:R:1
B -42.56650 -62.64020 -57.85803 1.7 2.1 -2.0 0.65
F -42.97000 -63.89291 -57.64326 -0.5 -1.9 0.6 0.19
F -41.54934 -62.59209 -58.88064 -0.5 -0.3 0.5 -0.20
F -43.63756 -61.82787 -58.31049 -0.4 0.0 0.0 -0.58
F -42.03383 -62.01101 -56.73417 0.0 0.0 0.8 -0.11
C -46.93327 -62.47261 -58.85429 0.3 3.5 3.4 -0.48
C -48.29195 -61.88909 -58.31671 4.3 -2.2 -1.2 0.12
N -49.27353 -61.50195 -57.90547 -1.8 0.8 0.7 -0.44
H -47.10416 -63.28938 -59.44964 -0.4 -2.7 -0.4 0.50
H -46.65348 -61.77771 -59.61982 0.5 1.0 -0.2 0.40
H -46.01771 -62.49423 -58.02062 -2.9 -0.2 -2.3 -0.06
C -38.48945 -64.84920 -60.19881 0.9 5.5 -1.6 -0.06
C -37.39487 -63.94535 -59.62234 -3.0 -3.6 -1.5 0.25
N -36.49767 -63.38038 -59.24995 2.6 2.0 1.2 -0.46
H -38.51404 -65.76332 -59.73153 0.1 -2.1 0.8 0.13
H -39.41419 -64.23208 -59.87736 1.0 -1.4 -1.4 -0.06
H -38.17275 -64.83095 -61.34477 -1.5 -0.4 2.4 0.29
C -38.88438 -60.87393 -58.94287 3.5 -1.9 -2.4 -0.10
C -37.83333 -59.85516 -59.31211 -1.3 -1.1 1.1 0.17
N -37.04532 -59.07091 -59.60244 -0.1 -0.2 0.0 -0.47
H -39.65765 -60.69586 -58.35006 -2.5 2.2 3.9 -0.09
H -39.56278 -60.96956 -59.75902 0.2 -0.7 -1.7 0.27
H -38.52955 -61.90142 -58.59193 0.1 1.7 -0.9 0.16
C -38.25646 -60.73167 -53.95057 0.5 4.8 -1.0 -1.42
C -39.46667 -60.83371 -54.93834 5.0 1.5 1.0 0.50
O -40.02175 -62.02254 -54.52724 -4.0 0.5 -2.7 -0.50
H -38.53879 -59.93612 -53.24552 0.0 -1.0 0.9 0.31
H -37.37381 -60.16509 -54.36147 -0.7 -0.5 -0.5 0.35
H -37.76413 -61.56868 -53.55837 -0.4 -1.6 0.7 0.39
H -38.92531 -60.75959 -55.90766 -1.1 -0.9 -0.3 -0.07
H -40.07149 -59.90097 -54.90202 -0.2 -0.8 0.4 0.12
H -40.85387 -61.85979 -55.08958 0.8 -2.0 1.4 0.21
C -41.60510 -65.63205 -53.25617 -1.0 -0.2 1.7 -1.28
C -42.14765 -64.95120 -54.54033 1.5 0.4 2.1 0.71
O -43.33646 -65.58671 -54.95894 -0.9 3.3 -2.7 -0.63
H -42.55460 -65.46524 -52.47067 3.1 -0.7 -1.4 0.26
H -40.57776 -65.22575 -52.96032 -1.8 0.4 0.0 0.29
H -41.26402 -66.73210 -53.32960 -1.5 1.3 -0.3 0.30
H -41.37732 -65.21149 -55.24274 0.5 0.8 -1.0 -0.02
H -42.22018 -63.77481 -54.30004 0.0 -2.6 -0.9 -0.02
H -43.57503 -64.90923 -55.74521 0.1 -2.6 2.3 0.26
C -42.22688 -60.85080 -63.17093 1.6 -2.7 0.1 -1.54
C -42.61967 -61.65496 -61.88849 -0.3 2.2 -1.7 0.19
O -42.90139 -60.76613 -60.83848 0.5 0.7 0.4 -0.62
H -41.91002 -61.51324 -64.03703 -0.9 0.1 1.0 0.33
H -41.33356 -60.26756 -63.12837 0.1 1.2 0.7 0.39
H -43.13458 -60.42496 -63.37659 -1.7 2.2 -1.3 0.43
H -41.84537 -62.33546 -61.79700 1.2 -1.8 1.3 0.25
H -43.55328 -62.05685 -62.20036 -0.7 -1.4 0.0 0.26
H -42.92141 -61.15209 -59.94502 0.1 -0.3 -0.8 0.21
C -46.73099 -61.86938 -54.66043 0.6 -0.6 -4.7 -1.18
C -45.40885 -61.40797 -55.19623 -0.5 2.0 -0.9 -0.02
O -44.52052 -62.46605 -55.51748 -0.9 -0.5 -0.6 -0.41
H -47.30992 -61.03032 -54.37096 -1.0 0.7 -0.4 0.42
H -46.69999 -62.48956 -53.87406 0.6 -2.4 3.0 0.41
H -47.01774 -62.48522 -55.57750 -1.2 0.8 1.3 -0.06
H -44.98201 -60.86896 -54.40190 1.1 1.3 0.8 0.45
H -45.72437 -60.62923 -56.04545 1.3 -1.8 1.3 0.13
H -43.78610 -62.18918 -56.08798 -0.4 0.4 0.5 -0.10
C -43.31947 -65.02406 -62.27265 4.4 -4.7 -1.5 -1.80
C -42.79351 -65.16627 -60.89885 0.5 -1.6 0.9 0.94
O -41.46395 -65.77397 -60.88100 0.3 0.6 2.9 -0.65
H -42.70588 -64.37796 -62.77788 1.4 2.0 -1.5 0.45
H -44.23500 -64.66506 -62.24320 -4.6 1.4 -0.2 0.46
H -43.17259 -66.03328 -62.93285 -0.8 2.1 1.8 0.28
H -43.45153 -65.87052 -60.44571 -0.7 -0.8 0.9 0.30
H -42.98643 -64.25586 -60.31960 1.0 0.2 -0.1 -0.23
H -41.10568 -65.89250 -59.83538 -1.5 1.0 -3.5 0.12
C -40.58197 -68.09742 -58.55292 2.5 -1.0 1.7 -1.22
C -41.47228 -67.08224 -57.96845 -0.6 1.2 0.2 -0.01
O -40.88772 -65.82805 -58.19915 3.2 -0.7 -1.0 -0.48
H -39.49376 -68.03505 -58.08418 -2.3 -0.7 -0.2 0.25
H -40.29571 -67.91763 -59.55106 -0.5 0.4 -1.6 0.33
H -41.12656 -69.05222 -58.50531 0.9 -0.1 0.2 0.38
H -41.66576 -67.18043 -56.89547 -0.2 -0.4 -0.2 0.39
H -42.35452 -67.00816 -58.57128 -1.3 -0.8 0.2 0.14
H -41.36039 -65.08654 -57.92270 -1.8 1.7 0.9 0.17
C -42.77111 -57.13709 -56.41742 -2.1 -2.0 2.8 -1.51
C -42.94112 -58.65741 -56.76372 3.5 1.0 -0.8 0.55
O -44.09443 -58.95674 -57.44978 -1.5 -1.2 -1.3 -0.62
H -43.40892 -56.97789 -55.46310 -0.2 0.5 -2.2 0.29
H -42.80005 -56.50824 -57.22991 -1.6 1.5 -2.0 0.43
H -41.91348 -56.70784 -55.98100 2.3 -1.0 0.6 0.45
H -42.89395 -59.10439 -55.81640 -0.1 -1.3 1.4 0.17
H -42.00379 -59.00093 -57.31691 -1.1 0.3 0.4 -0.09
H -44.14083 -59.89844 -57.82802 0.7 2.0 1.0 0.31
C -47.70820 -66.59414 -56.67791 -1.2 0.7 1.1 -1.42
C -46.74226 -65.50446 -56.16476 -3.4 -3.4 3.8 0.36
O -46.08525 -64.93273 -57.13814 2.3 5.2 -2.0 -0.32
H -48.48899 -66.22316 -57.38215 0.7 -0.3 0.3 0.36
H -48.24606 -67.04213 -55.79376 0.5 0.5 -0.8 0.33
H -47.09069 -67.36804 -57.07658 0.1 -0.6 -0.8 0.35
H -45.94470 -66.15448 -55.71902 -1.0 0.8 1.7 0.09
H -47.41268 -64.74719 -55.48273 2.0 -1.7 -1.1 0.13
H -45.74470 -64.13230 -56.60886 0.3 -1.1 -2.0 0.03
```
Forces are in eV/Å.



5.
DFT (ωB97M-V with the def2-TZVPD basis set) results for 2 unconnected molecules or ions with the total composition H6NP3.

Properties
LUMO energy (spin up / spin down)   0.7 / -2.4 eV
Spin multiplicity   3
Max |F|   3.602 eV/A
⟨S²⟩   2.0166
Relative energy (zero: lowest compared OMol25 entry of this formula, charge and spin)   15.4 kcal per mole
Charge   0
HOMO (spin up / spin down)   -6.35 / -9.51 eV

Geometry as XYZ:
```
10
Properties=species:S:1:pos:R:3:forces:R:3:nbo_charge:R:1
N 0.26138 1.50259 1.05723 -2.5 2.4 1.0 -1.04
P -1.84844 -0.94438 0.25343 0.8 -1.1 1.7 -0.01
P 1.74972 -1.04850 0.12693 0.8 0.4 0.9 0.00
P 0.02552 0.28926 0.08288 -0.8 -0.4 0.0 0.65
H -0.71018 2.03331 1.00091 2.4 -0.9 0.5 0.36
H -2.83330 -0.02289 -0.06886 -0.1 0.5 -0.9 0.01
H -1.48380 -1.64176 -0.90549 -0.4 0.2 -0.6 0.01
H 2.49384 -0.28253 1.14828 -0.9 -0.8 -0.3 0.04
H 2.14431 -0.00830 -0.70440 0.8 0.0 -1.0 0.00
H 0.20094 0.12320 -1.99091 0.1 -0.2 -1.3 -0.02
```
Forces are in eV/Å.



6.
DFT (ωB97M-V with the def2-TZVPD basis set) results for a molecular structure, C38H38ClHoN2O5P2.

Properties
LUMO energy (spin up / spin down)   0.1 / 0.1 eV
Spin multiplicity   5
Max |F|   1.380 eV/A
⟨S²⟩   6.0041
Relative energy (zero: lowest compared OMol25 entry of this formula, charge and spin)   6.7 kcal per mole
Charge   0
HOMO (spin up / spin down)   -6.75 / -6.73 eV

Geometry as XYZ:
```
87
Properties=species:S:1:pos:R:3:forces:R:3:mulliken_charge:R:1
Ho 0.39334 1.55382 -1.06890 -1.1 0.3 0.8 0.94
O 2.35104 -0.26988 0.57698 0.0 0.0 0.1 0.03
C 3.56197 -0.74797 -0.00582 -0.1 0.1 0.0 -1.00
C 3.42047 -0.71581 -1.51547 0.0 0.0 -0.2 -1.13
N 2.82625 0.52840 -1.99673 0.0 0.4 0.0 0.68
C 2.43582 0.48659 -3.42749 0.2 0.0 0.0 -0.82
C 1.13544 1.25883 -3.35541 -0.1 0.0 -0.6 0.97
O 1.19991 2.49090 -3.18727 0.1 -0.1 0.0 -0.55
O 0.07755 0.60317 -3.03811 0.4 -0.2 -0.8 -0.49
C 3.63552 1.71291 -1.62810 0.1 -0.1 0.0 -0.89
C 3.22516 2.24897 -0.24910 -0.8 0.1 -0.1 0.38
O 3.99459 2.26825 0.68487 0.2 0.1 0.1 -0.69
O 1.96441 2.62897 -0.20587 1.2 0.1 0.3 -0.33
H 2.54569 0.07423 1.45739 0.0 0.0 0.0 0.03
H 3.74980 -1.77788 0.30867 0.0 0.0 0.0 0.56
H 4.39647 -0.11997 0.31016 0.0 0.0 0.0 0.49
H 2.78950 -1.53397 -1.86352 0.0 0.0 0.1 0.46
H 4.42021 -0.85846 -1.95162 0.0 -0.1 0.0 0.38
H 2.26100 -0.54264 -3.73234 0.0 0.0 0.0 0.33
H 3.16909 0.95731 -4.08438 0.0 0.0 0.0 0.42
H 3.43534 2.49898 -2.35401 0.0 0.0 0.0 0.51
H 4.70649 1.49144 -1.60522 0.0 -0.1 -0.1 0.48
C -2.60317 -1.10226 -1.06439 0.1 0.0 0.1 -1.57
N -1.52575 -1.23095 -0.02317 -0.2 -0.1 0.0 0.76
P -1.55420 0.29879 0.87479 0.1 -0.4 -0.2 0.63
C -0.53584 0.19496 2.38660 -0.1 0.0 0.1 1.28
C 0.54901 1.07085 2.45413 0.0 0.0 -0.1 -1.97
C 1.34694 1.14212 3.58949 -0.1 -0.1 0.1 -0.75
C 1.04049 0.35064 4.68749 0.0 0.0 0.0 -0.73
C -0.06524 -0.49333 4.65272 0.0 0.0 0.0 -0.67
C -0.85262 -0.56150 3.51569 0.0 0.0 0.1 -0.15
C -3.24416 0.15056 1.55440 0.1 0.3 0.1 0.48
C -3.96366 1.31181 1.81797 -0.1 0.0 0.0 -0.43
C -5.22772 1.23763 2.39181 0.0 -0.1 0.0 -0.65
C -5.77986 0.00340 2.69786 0.1 0.0 0.0 -0.60
C -5.06785 -1.15902 2.42171 0.0 0.0 0.0 -0.74
C -3.80660 -1.09038 1.85080 0.0 0.0 0.1 -0.48
P 0.00776 -1.58970 -0.82120 -0.4 -0.3 0.3 0.91
C -0.55569 -2.74161 -2.13646 0.0 -0.2 0.1 0.03
C -0.29457 -2.49921 -3.47875 0.0 0.0 0.0 -0.13
C -0.68543 -3.41989 -4.44979 0.0 0.0 0.1 -0.72
C -1.35074 -4.57651 -4.08308 0.0 0.0 0.1 -0.61
C -1.62534 -4.82377 -2.73920 0.0 0.0 -0.1 -0.72
C -1.22160 -3.91873 -1.77609 0.0 0.0 0.0 -0.65
C 0.77728 -2.86151 0.25824 0.0 0.1 0.0 0.31
C 1.71666 -3.72733 -0.30436 0.1 0.0 0.0 -0.61
C 2.39589 -4.64847 0.48023 0.0 0.0 0.0 -0.73
C 2.14272 -4.72387 1.84418 0.0 0.1 0.0 -0.66
C 1.19868 -3.87817 2.40885 0.0 0.0 0.0 -0.46
C 0.52390 -2.95418 1.62062 -0.1 0.0 0.0 -0.38
H -3.37261 -0.41142 -0.73133 0.0 0.0 0.0 0.68
H -3.07768 -2.06587 -1.23565 0.0 0.0 0.0 0.28
H -2.21719 -0.72782 -2.01610 0.0 0.0 0.0 0.33
H 0.80908 1.73133 1.62715 -0.1 -0.1 0.2 0.89
H 2.18646 1.82586 3.60739 0.0 0.0 0.0 0.59
H 1.64830 0.40497 5.58190 0.0 0.0 0.0 0.41
H -0.32201 -1.09032 5.51839 0.0 0.0 0.0 0.45
H -1.72143 -1.20962 3.51015 0.0 0.0 0.0 0.50
H -3.54593 2.27926 1.56998 0.0 -0.1 0.0 0.13
H -5.77881 2.14746 2.59078 0.0 0.0 0.0 0.46
H -6.76576 -0.05495 3.14103 0.0 0.0 0.0 0.38
H -5.49893 -2.12606 2.64821 0.0 0.0 0.0 0.42
H -3.25895 -1.99654 1.61989 0.0 0.0 0.0 0.36
H 0.17867 -1.57304 -3.77015 0.0 0.0 0.0 0.25
H -0.47605 -3.21969 -5.49266 0.0 0.0 0.0 0.47
H -1.65873 -5.28966 -4.83730 0.0 0.0 0.0 0.40
H -2.14741 -5.72606 -2.44715 0.0 0.0 0.0 0.44
H -1.42127 -4.12233 -0.72989 0.0 0.0 0.0 0.42
H 1.90933 -3.70436 -1.37209 0.0 0.0 0.0 0.35
H 3.11658 -5.31425 0.02265 0.0 0.0 0.0 0.43
H 2.66993 -5.44225 2.45849 0.0 0.0 0.0 0.39
H 0.98416 -3.93314 3.46883 0.0 0.0 0.0 0.48
H -0.21184 -2.30707 2.07651 0.1 -0.1 -0.1 0.15
Cl -1.59762 3.89142 1.84104 0.1 0.0 -0.2 -0.29
C -0.77286 4.87730 0.63035 0.1 0.2 0.4 1.43
C -0.15202 6.02322 1.11006 0.0 0.0 0.0 -0.69
C 0.53532 6.85666 0.24526 -0.1 -0.1 0.0 -0.42
C 0.57765 6.51732 -1.10415 -0.1 -0.1 0.0 -0.84
C -0.05823 5.37633 -1.55342 0.2 0.1 -0.2 -0.56
C -0.75893 4.49623 -0.70782 -0.1 -0.2 -0.4 0.06
C -1.34116 3.25496 -1.26212 0.1 0.2 0.4 -1.61
H -0.21240 6.24787 2.16687 0.0 0.0 0.0 0.42
H 1.02389 7.74756 0.61665 0.0 0.0 0.0 0.38
H 1.10468 7.14799 -1.80948 0.0 0.0 0.0 0.38
H -0.01181 5.12087 -2.60654 0.0 0.0 0.0 0.32
H -2.26638 2.98341 -0.74770 0.0 0.0 0.0 0.43
H -1.53243 3.38786 -2.32784 0.0 -0.1 0.0 0.56
```
Forces are in eV/Å.